[1]
{
  "formula": "C9H18N2O4",
  "method": "ωB97M-V/def2-TZVPD",
  "species": ["O", "O", "O", "O", "N", "N", "C", "C", "C", "C", "C", "C", "C", "C", "C", "H", "H", "H", "H", "H", "H", "H", "H", "H", "H", "H", "H", "H", "H", "H", "H", "H", "H"],
  "coordinates": [[2.333, 1.347, 1.769], [4.621, -0.293, -0.702], [3.583, -1.836, 0.482], [0.241, 1.306, -1.169], [-1.726, -1.373, 0.616], [0.919, -0.619, -0.412], [-1.654, -0.176, -0.459], [2.499, 1.419, 0.289], [-0.162, 0.289, -0.614], [-4.034, 0.527, 0.214], [-4.343, -0.447, 1.299], [-4.524, -0.355, -1.008], [-2.590, 0.936, -0.121], [2.300, 0.035, -0.422], [3.502, -0.838, -0.193], [-5.648, -0.541, -1.255], [-4.361, -1.630, 1.001], [-1.742, -0.598, -1.575], [-1.905, -0.808, 1.482], [-2.349, 1.582, -0.915], [-2.445, 1.574, 0.625], [-5.523, -0.274, 1.500], [1.767, 2.041, -0.187], [-4.471, 1.481, 0.251], [-4.147, -1.363, -1.141], [3.537, 1.607, -0.148], [-3.746, -0.319, 2.249], [-2.747, -1.895, 0.425], [2.135, 0.323, -1.421], [5.527, -0.516, 0.474], [2.560, 2.178, 2.118], [0.950, -1.414, 0.240], [-3.926, -0.018, -2.099]],
  "forces_ev_per_a": [[0.1, -1.8, -3.0], [3.2, 0.1, 4.1], [-1.1, 0.2, 0.0], [-2.6, 0.5, 0.1], [-2.7, 0.9, -1.9], [0.5, -0.5, 2.8], [2.2, -3.1, 0.5], [1.1, -1.6, 0.3], [2.6, -1.3, -0.5], [0.8, -3.2, -4.5], [-2.9, -1.7, 2.5], [-0.1, 1.4, -5.0], [-0.7, -2.9, -1.8], [-2.5, 0.2, -0.1], [0.6, -0.9, 0.9], [1.8, 1.0, 0.7], [0.3, 3.1, 0.7], [-0.6, 0.7, 2.5], [0.2, -1.1, -0.9], [-1.3, 1.2, -1.7], [2.3, 2.1, 4.0], [2.7, -0.4, 0.1], [-0.1, 0.6, 0.4], [-1.6, 0.8, 0.4], [0.4, -0.4, 1.3], [-1.1, 0.6, 1.5], [-0.9, -0.2, -0.7], [3.9, 1.9, 0.6], [1.6, 0.9, -1.7], [-3.3, 0.4, -4.6], [0.5, 1.7, 0.6], [-1.1, 0.6, -0.4], [-2.2, -0.1, 2.7]],
  "nbo_charge": [-0.7299, -0.6636, -0.5827, -0.6496, -0.8330, -0.6212, -0.1176, -0.0928, 0.6847, -0.2520, -0.6097, -0.6311, -0.4541, -0.1964, 0.7669, 0.2303, 0.2100, 0.2398, 0.3462, 0.2466, 0.2165, 0.2278, 0.2226, 0.2256, 0.2049, 0.1942, 0.2119, 0.3668, 0.2614, 0.4926, 0.4693, 0.4231, 0.1925],
  "energy_ev": -20787.92493,
  "e_above_lowest_ev": 9.235,
  "homo_lumo_gap_ev": 8.339,
  "homo_ev": -9.42,
  "multiplicity": 1,
  "total_charge": 0
}

[2]
{
  "formula": "C9H18N3O",
  "method": "ωB97M-V/def2-TZVPD",
  "species": ["O", "N", "N", "N", "C", "C", "C", "C", "C", "C", "C", "C", "C", "H", "H", "H", "H", "H", "H", "H", "H", "H", "H", "H", "H", "H", "H", "H", "H", "H", "H"],
  "coordinates": [[-1.765, 0.112, -1.007], [2.010, -0.473, -0.004], [3.033, 0.504, 0.041], [-0.566, -1.681, -0.290], [1.468, -2.769, 0.359], [-1.015, -0.936, -1.197], [-3.540, -0.223, 0.639], [2.339, -1.671, 0.350], [-2.188, 0.417, 0.329], [-4.662, 0.419, -0.168], [0.146, -2.745, -0.012], [3.395, 0.905, -1.335], [2.558, 1.660, 0.825], [1.878, -3.712, 0.680], [-2.269, 1.505, 0.363], [3.312, 2.444, 0.846], [2.501, 1.269, -1.837], [-5.604, -0.086, 0.027], [-4.451, 0.359, -1.233], [-4.772, 1.466, 0.104], [1.646, 2.036, 0.366], [2.333, 1.341, 1.842], [3.776, 0.041, -1.878], [3.370, -1.870, 0.676], [-0.421, -3.669, 0.063], [-0.788, -1.087, -2.255], [-3.735, -0.107, 1.706], [-3.485, -1.292, 0.421], [-1.420, 0.074, 1.029], [4.152, 1.687, -1.316], [3.892, 0.128, 0.497]],
  "forces_ev_per_a": [[-0.3, 0.5, -0.3], [-1.1, -0.1, -0.3], [1.1, -0.3, 0.4], [-0.7, 0.8, 0.0], [-0.3, -0.5, -0.2], [0.7, -0.8, -0.3], [0.2, 0.2, -0.4], [0.7, 0.5, 0.1], [-0.3, -0.1, 0.8], [0.1, -0.2, 0.1], [0.4, -0.4, 0.3], [0.1, 0.1, -0.7], [-0.3, 0.5, 0.5], [0.0, -0.1, 0.0], [0.1, -0.1, 0.0], [0.1, -0.1, -0.1], [0.0, 0.0, 0.2], [-0.1, 0.0, 0.0], [-0.1, 0.0, -0.1], [-0.1, 0.1, 0.0], [0.1, -0.1, -0.1], [0.1, -0.1, -0.1], [0.0, 0.0, 0.2], [-0.1, 0.0, 0.0], [0.1, -0.1, -0.1], [-0.1, 0.0, 0.1], [0.1, -0.1, 0.1], [0.0, 0.0, 0.1], [-0.1, 0.1, -0.1], [0.0, 0.0, 0.2], [-0.4, 0.2, -0.2]],
  "nbo_charge": [-0.4588, -0.3656, -0.2082, -0.4908, -0.4278, 0.5001, -0.4213, 0.1130, -0.0835, -0.6097, 0.1729, -0.4173, -0.4139, 0.2419, 0.1997, 0.2302, 0.2402, 0.2239, 0.2109, 0.2074, 0.2400, 0.2401, 0.2380, 0.1738, 0.2192, 0.1795, 0.2200, 0.2076, 0.1992, 0.2312, 0.4079],
  "smiles": "CCCO/C=N/C=C\\C=N\\[NH+](C)C",
  "energy_ev": -16134.26589,
  "e_above_lowest_ev": 1.320,
  "homo_lumo_gap_ev": 8.817,
  "homo_ev": -11.93,
  "multiplicity": 1,
  "total_charge": 1
}

Q: Which formula does entry 1 have?
A: C9H18N2O4